Model A:
Density functional theory data (wB97M-V/def2-TZVPD) for an isolated molecule of C6H14O.

Last column: Löwdin charge in e.
Element x y z (Å)
C -2.114 -1.030 -0.252  -0.263
O -3.188 -0.066 -0.355  -0.086
C -1.002 -0.401 0.566  -0.188
C -0.037 0.395 -0.310  -0.214
C 1.066 1.075 0.528  -0.222
C 2.512 0.820 0.028  -0.263
C 2.840 -0.658 -0.095  -0.117
H -2.513 -1.950 0.172  0.107
H -1.807 -1.290 -1.273  0.115
H -3.777 -0.441 -1.023  0.079
H -0.434 -1.183 1.023  0.103
H -1.520 0.284 1.235  0.122
H -0.551 1.141 -0.919  0.115
H 0.441 -0.266 -1.040  0.100
H 1.009 0.705 1.556  0.103
H 0.923 2.156 0.578  0.104
H 2.651 1.409 -0.877  0.104
H 3.097 1.228 0.855  0.099
H 2.235 -1.184 0.646  0.074
H 2.624 -1.072 -1.068  0.061
H 3.902 -0.854 0.052  0.068

Computed properties:
HOMO, eV: -10.15

Model B:
Density functional theory data (wB97M-V/def2-TZVPD) for a cluster of 2 separate species, C6H14O in total.

Last column: Löwdin charge in e.
Element x y z (Å)
C -0.147 1.907 -0.659  -0.070
C -0.512 1.768 0.902  -0.201
C -1.507 0.582 1.004  -0.203
C -0.740 -0.729 1.174  -0.133
C -1.276 -1.943 1.164  -0.182
C -0.401 -3.135 1.317  -0.123
H 0.038 0.960 -0.962  0.016
H 0.762 2.566 -0.835  0.090
H -0.941 2.228 -1.228  0.035
H -0.859 2.686 1.228  0.068
H 0.325 1.643 1.470  0.059
H -2.246 0.503 0.164  0.127
H -2.118 0.562 1.863  0.084
H 0.339 -0.548 1.304  0.114
H -2.347 -2.167 1.269  0.114
H -0.508 -3.503 2.360  0.085
H 0.639 -2.857 1.269  0.062
H -0.620 -3.869 0.575  0.059
H 3.259 1.704 -4.502  0.088
H 3.134 1.305 -2.976  0.029
O 3.580 1.011 -3.802  -0.119

Computed properties:
HOMO, eV: -9.02

Short version: model A is the most stable of them.

Model A:
Density functional theory data (wB97M-V/def2-TZVPD) for a cluster of 2 separate species, C6H14O in total.

Last column: Löwdin charge in e.
Element x y z (Å)
C 0.853 -2.019 1.063  -0.096
C 0.985 -0.535 0.609  -0.224
C -0.355 0.014 0.172  -0.361
C -1.533 -0.594 0.492  0.056
C -0.303 1.387 -0.457  -0.232
C -0.745 2.650 0.317  -0.097
H 0.135 -2.052 1.882  0.069
H 0.374 -2.531 0.216  0.076
H 1.766 -2.402 1.442  0.055
H 1.666 -0.272 -0.190  0.093
H 1.200 0.072 1.512  0.130
H -1.587 -1.625 0.791  0.045
H -2.321 0.131 0.651  0.065
H 0.720 1.639 -0.765  0.096
H -0.874 1.273 -1.453  0.138
H -0.195 3.543 0.118  0.054
H -1.760 2.828 -0.016  0.059
H -0.843 2.458 1.401  0.081
H 0.688 -1.385 -1.826  0.004
H 1.499 -1.339 -3.178  0.037
O 0.630 -1.240 -2.782  -0.050

Computed properties:
HOMO, eV: -8.95

Model B:
Density functional theory data (wB97M-V/def2-TZVPD) for a cluster of 2 separate species, C6H14O in total.

Last column: Löwdin charge in e.
Element x y z (Å)
C 1.184 -0.733 -3.087  0.005
C 0.414 -1.195 -1.928  -0.303
C 0.768 -0.479 -0.601  -0.225
C -0.396 -0.470 0.389  -0.232
C -0.098 0.365 1.633  -0.207
C -1.343 0.620 2.464  -0.298
O -0.969 1.393 3.586  -0.070
H 1.586 3.161 -3.311  0.030
H 1.630 -1.445 -3.777  0.042
H 1.334 0.329 -3.273  0.021
H -0.645 -0.939 -2.143  0.111
H 0.448 -2.286 -1.815  0.109
H 1.646 -0.964 -0.156  0.116
H 1.056 0.554 -0.830  0.104
H -0.662 -1.497 0.678  0.121
H -1.279 -0.053 -0.119  0.113
H 0.655 -0.127 2.261  0.122
H 0.320 1.337 1.339  0.119
H -2.087 1.148 1.845  0.119
H -1.793 -0.340 2.771  0.120
H -1.769 1.621 4.074  0.085

Computed properties:
HOMO (alpha / beta), eV: -10.33 / -7.88

Model C:
Density functional theory data (wB97M-V/def2-TZVPD) for a cluster of 2 separate species, C6H14O in total.

Last column: Löwdin charge in e.
Element x y z (Å)
C 1.114 -2.882 -0.261  -0.041
C 1.030 -0.309 -2.253  -0.038
C -0.043 0.153 -1.624  -0.208
C 0.003 1.125 -0.478  -0.219
C -0.942 0.764 0.673  -0.199
C -0.933 1.836 1.752  -0.296
O -1.855 1.458 2.758  -0.069
H 1.855 -3.387 -0.885  0.023
H 0.204 -3.481 -0.187  0.025
H 1.528 -2.694 0.733  0.022
H 2.030 -0.040 -1.914  0.070
H 0.967 -1.056 -3.040  0.065
H -1.034 -0.202 -1.913  0.109
H 0.895 -1.937 -0.732  -0.045
H -0.269 2.120 -0.862  0.118
H 1.035 1.199 -0.106  0.117
H -1.971 0.661 0.301  0.120
H -0.665 -0.200 1.122  0.119
H 0.087 1.936 2.160  0.121
H -1.203 2.809 1.305  0.120
H -1.833 2.128 3.450  0.085

Computed properties:
HOMO, eV: -9.55

Short version: model C is the most stable of them.

Model A:
Density functional theory data (wB97M-V/def2-TZVPD) for a cluster of 2 separate species, C6H14O in total.

Last column: Löwdin charge in e.
Element x y z (Å)
C -2.486 -0.052 -1.284  -0.065
C -1.099 -0.297 -0.755  -0.401
C -0.622 -0.208 0.700  -0.104
C 0.025 0.668 -1.087  -0.171
C 0.855 0.000 0.000  -0.315
C 2.165 0.760 0.327  -0.073
O 1.216 -1.577 2.498  -0.057
H -3.217 -0.760 -0.883  0.075
H -2.436 -0.205 -2.368  0.080
H -2.824 0.971 -1.098  0.077
H -0.786 -1.301 -1.072  0.140
H -0.956 -1.071 1.295  0.102
H -0.991 0.698 1.203  0.120
H 0.409 -1.093 2.289  -0.015
H -0.242 1.664 -0.700  0.125
H 0.413 0.760 -2.101  0.117
H 1.161 -0.995 -0.346  0.131
H 2.116 1.510 1.120  0.075
H 2.456 1.304 -0.587  0.076
H 3.015 0.093 0.528  0.069
H 1.905 -0.947 2.269  0.015

Computed properties:
HOMO, eV: -10.87

Model B:
Density functional theory data (wB97M-V/def2-TZVPD) for a cluster of 2 separate species, C6H14O in total.

Last column: Löwdin charge in e.
Element x y z (Å)
C -3.296 0.207 0.687  -0.123
C -2.157 0.144 -0.328  -0.284
C -0.801 -0.156 0.313  -0.237
C 0.310 -0.288 -0.729  -0.224
C 1.646 -0.785 -0.241  -0.215
C 2.800 -0.443 -0.818  -0.033
O 3.161 1.395 0.710  -0.088
H -4.255 0.423 0.203  0.068
H -3.112 0.983 1.438  0.072
H -3.402 -0.748 1.215  0.071
H -2.379 -0.628 -1.079  0.108
H -2.098 1.093 -0.878  0.110
H -0.554 0.634 1.036  0.117
H -0.877 -1.091 0.887  0.114
H 0.437 0.669 -1.252  0.122
H -0.017 -1.011 -1.488  0.117
H 2.435 0.742 0.748  -0.002
H 1.649 -1.543 0.543  0.110
H 3.757 -0.867 -0.523  0.073
H 2.855 0.317 -1.594  0.081
H 3.896 0.953 1.149  0.043

Computed properties:
HOMO, eV: -9.23

Model C:
Density functional theory data (wB97M-V/def2-TZVPD) for a cluster of 2 separate species, C6H14O in total.

Last column: Löwdin charge in e.
Element x y z (Å)
C -0.887 -2.049 -1.092  -0.104
C -0.863 -0.513 -0.916  -0.234
C 0.343 -0.058 -0.109  -0.306
C 0.106 0.579 1.068  -0.128
C 0.887 0.340 2.342  -0.100
C 1.709 -0.662 -0.405  -0.046
H -1.878 -2.326 -1.447  0.069
H -0.772 -2.405 -0.061  0.084
H -0.163 -2.536 -1.739  0.062
H -0.930 -0.022 -1.895  0.103
H -1.783 -0.272 -0.389  0.102
H -0.784 1.193 1.162  0.095
H 0.206 0.088 3.161  0.073
H 1.575 -0.501 2.385  0.058
H 1.436 1.280 2.494  0.077
H 2.129 -1.112 0.491  0.067
H 2.342 0.128 -0.797  0.080
H 1.575 -1.395 -1.199  0.061
H -1.128 2.701 -0.995  0.014
H -1.318 4.162 -1.164  0.034
O -1.805 3.378 -0.894  -0.060

Computed properties:
HOMO, eV: -8.44

Short version: model B is the most stable of them.

Model A:
Density functional theory data (wB97M-V/def2-TZVPD) for an isolated molecule of C6H14O.

Last column: Löwdin charge in e.
Element x y z (Å)
C -3.225 -0.662 -0.650  -0.128
C -2.266 -0.268 0.463  -0.277
C -1.032 0.448 -0.092  -0.231
C 0.214 0.333 0.784  -0.182
C 1.490 0.477 -0.029  -0.268
O 2.580 0.029 0.735  -0.188
C 3.744 -0.094 -0.036  -0.128
H -4.120 -1.150 -0.249  0.068
H -2.732 -1.362 -1.333  0.071
H -3.538 0.208 -1.241  0.075
H -2.785 0.359 1.198  0.108
H -1.953 -1.176 0.999  0.106
H -0.805 -0.003 -1.068  0.105
H -1.266 1.500 -0.299  0.119
H 0.238 -0.664 1.238  0.115
H 0.199 1.055 1.609  0.122
H 1.410 -0.138 -0.943  0.119
H 1.651 1.516 -0.362  0.131
H 3.580 -0.746 -0.910  0.087
H 4.514 -0.541 0.596  0.088
H 4.102 0.880 -0.408  0.089

Computed properties:
HOMO, eV: -9.80

Model B:
Density functional theory data (wB97M-V/def2-TZVPD) for a structure of composition C6H14O.

Last column: Löwdin charge in e.
Element x y z (Å)
C -2.124 -0.893 0.266  -0.090
C -1.236 -0.456 -0.947  -0.249
C -0.664 0.979 -0.798  -0.121
C 0.664 0.913 0.035  -0.357
C 1.856 0.837 -0.660  0.074
C 0.656 0.989 1.532  -0.032
H -1.572 -1.498 0.974  0.056
H -2.865 -1.555 -0.274  0.082
H -2.697 -0.038 0.605  0.060
H -0.434 -1.152 -1.137  0.070
H -1.886 -0.544 -1.853  0.108
H -0.325 1.584 -1.636  0.107
H -1.330 1.524 -0.126  0.100
H 2.776 1.042 -0.133  0.101
H 1.920 1.229 -1.661  0.099
H 0.429 0.017 1.990  0.095
H 1.527 1.448 1.954  0.078
H -0.219 1.622 1.863  0.109
H 1.225 -0.334 -0.033  0.177
H 1.420 -2.463 -0.208  -0.067
O 0.939 -1.896 0.405  -0.399

Computed properties:
HOMO, eV: -8.16

Short version: model A is the most stable of them.

Model A:
Density functional theory data (wB97M-V/def2-TZVPD) for a structure of composition C6H14O.

Last column: Löwdin charge in e.
Element x y z (Å)
C 0.509 -2.150 1.329  -0.080
C 0.599 -0.754 0.699  -0.460
C 1.002 0.468 1.533  -0.096
C -0.674 -0.337 -0.031  -0.178
C -0.320 0.573 -1.216  -0.169
C -1.528 1.178 -1.933  -0.065
O 1.146 1.608 -0.948  -0.189
H 1.408 -2.373 1.913  0.072
H 0.444 -2.917 0.540  0.076
H -0.360 -2.281 1.984  0.075
H 1.373 -0.832 -0.077  0.126
H 1.785 0.211 2.265  0.065
H 0.137 0.817 2.140  0.072
H 1.319 1.222 0.632  0.088
H -1.388 0.132 0.667  0.122
H -1.213 -1.233 -0.403  0.130
H 0.395 0.118 -1.870  0.109
H -1.952 2.019 -1.377  0.080
H -2.366 0.460 -2.044  0.090
H -1.268 1.508 -2.941  0.074
H 0.951 2.562 -0.859  0.057

Computed properties:
HOMO, eV: -9.35

Model B:
Density functional theory data (wB97M-V/def2-TZVPD) for a cluster of 2 separate species, C6H14O in total.

Last column: Löwdin charge in e.
Element x y z (Å)
C -0.871 0.538 -1.736  -0.096
C -0.518 1.219 -0.446  -0.195
C 2.279 0.839 -1.273  -0.045
C -0.434 0.620 0.740  -0.103
C -0.673 -0.855 0.937  -0.458
C -0.364 -1.308 2.357  -0.058
O -2.033 -1.110 0.598  -0.036
H -0.379 1.008 -2.594  0.071
H -1.952 0.601 -1.885  0.083
H -0.608 -0.523 -1.730  0.075
H -0.273 2.281 -0.513  0.110
H 1.915 1.616 -1.955  0.028
H 2.378 -0.102 -1.817  0.030
H 3.233 1.148 -0.847  0.022
H -0.151 1.205 1.615  0.113
H 1.568 0.704 -0.461  -0.016
H -0.017 -1.416 0.245  0.138
H -0.954 -0.731 3.075  0.085
H 0.698 -1.179 2.589  0.084
H -0.609 -2.369 2.484  0.077
H -2.178 -2.059 0.699  0.092

Computed properties:
HOMO, eV: -9.21

Model C:
Density functional theory data (wB97M-V/def2-TZVPD) for a cluster of 2 separate species, C6H14O in total.

Last column: Löwdin charge in e.
Element x y z (Å)
C 2.678 0.680 1.709  -0.121
C 1.981 -0.413 0.897  -0.303
C 0.526 -0.406 0.573  -0.260
C 0.002 0.568 -0.406  -0.349
C -0.841 1.567 -0.022  -0.004
C 0.662 0.654 -1.915  -0.025
H 3.777 0.652 1.573  0.064
H 2.666 0.576 2.793  0.054
H 2.345 1.762 1.351  0.114
H 2.453 -0.400 -0.160  0.100
H 2.388 -1.465 1.159  0.131
H 0.146 -1.438 0.235  0.140
H 0.027 -0.152 1.553  0.117
H -0.763 2.526 -0.598  0.056
H -1.295 1.708 1.088  0.103
H 1.802 0.713 -1.676  0.088
H 0.373 -0.218 -2.395  0.030
H 0.297 1.597 -2.356  0.064
H -6.432 -3.256 -1.787  0.044
H -6.602 -2.742 -0.407  0.001
O -6.190 -2.512 -1.211  -0.045

Computed properties:
HOMO, eV: -8.99

Short version: model B is the most stable of them.

Model A:
Density functional theory data (wB97M-V/def2-TZVPD) for a cluster of 2 separate species, C6H14O in total.

Last column: Löwdin charge in e.
Element x y z (Å)
C -1.165 -0.674 -0.985  -0.079
C -1.108 -0.288 0.492  -0.438
C -2.388 0.430 0.922  -0.087
C 0.105 0.599 0.809  -0.133
C 1.443 -0.050 0.589  -0.434
C 2.480 0.533 -0.013  0.013
O 1.486 -1.300 1.134  0.037
H -2.041 -1.301 -1.190  0.078
H -0.273 -1.233 -1.289  0.064
H -1.238 0.218 -1.622  0.083
H -1.007 -1.207 1.084  0.131
H -3.271 -0.195 0.749  0.077
H -2.521 1.362 0.356  0.082
H -2.360 0.688 1.987  0.077
H 0.052 0.897 1.865  0.129
H 0.061 1.520 0.213  0.126
H 1.666 -0.094 -2.547  0.007
H 3.451 0.047 -0.097  0.061
H 2.386 1.528 -0.432  0.060
H 1.905 0.120 -3.218  0.036
H 2.363 -1.675 0.976  0.111

Computed properties:
HOMO, eV: -8.86

Model B:
Density functional theory data (wB97M-V/def2-TZVPD) for a cluster of 2 separate species, C6H14O in total.

Last column: Löwdin charge in e.
Element x y z (Å)
C 0.857 -0.249 -2.560  -0.084
C 0.021 -0.059 -1.296  -0.483
C -0.001 1.324 -0.666  -0.101
C 0.444 -0.899 -0.102  -0.211
C -0.534 -0.576 0.985  -0.067
C -0.131 -0.748 2.410  -0.080
O -1.607 1.297 1.424  -0.157
H 0.528 0.455 -3.332  0.075
H 0.755 -1.263 -2.969  0.071
H 1.921 -0.062 -2.369  0.076
H -1.015 -0.347 -1.540  0.134
H -0.381 2.111 -1.332  0.056
H 1.007 1.611 -0.328  0.062
H -0.950 1.433 0.546  0.002
H 1.468 -0.640 0.201  0.126
H 0.415 -1.994 -0.257  0.138
H -1.565 -0.798 0.733  0.125
H 0.608 0.008 2.696  0.096
H 0.366 -1.724 2.518  0.095
H -0.985 -0.688 3.086  0.083
H -1.224 1.809 2.154  0.044

Computed properties:
HOMO (alpha / beta), eV: -7.50 / -7.21

Short version: model A is the most stable of them.